Entry from OMol25: a cluster of 2 separate species, C3H2S2 in total (ωB97M-V/def2-TZVPD).

```
7
Properties=species:S:1:pos:R:3:forces:R:3
S 4.05805 1.66481 -0.03304 -0.3 -1.4 0.5
S 3.80918 -1.44559 0.28309 -0.1 0.9 0.2
C 3.89156 0.11544 0.20359 0.3 0.5 -0.6
C -0.74464 0.18911 -0.48835 3.5 -4.3 4.4
C -0.11588 -0.58055 0.26938 -4.6 5.3 -5.0
H 0.59240 -1.16352 0.63605 2.5 -2.4 1.7
H -1.37744 0.85643 -0.92049 -1.3 1.4 -1.1
```
Positions in Å, forces in eV/Å.

- Strongest force on any atom: 0.168 Eh/bohr
- Energy above the lowest of the compared OMol25 structures with the same formula, charge and spin: 12.0 kcal/mol
- Spin multiplicity: 1
- Frontier orbital gap: 9.56 eV